The following is a DFT calculation (the ωB97M-V functional and the def2-TZVPD basis) of C11H13FNO3PdS2 as an isolated structure.

Last column: Löwdin spin population.
Atoms and positions in Å:
S: -1.1108 0.0713 1.8749  0.370
C: 2.1014 -0.9491 -0.5539  0.137
H: -1.6766 2.9859 0.6545  0.012
C: 0.8202 -1.3668 -1.0193  0.077
H: -3.7973 1.7932 -0.9910  0.041
C: -3.1988 1.8704 -0.1010  0.683
C: 0.3387 -0.2171 2.7153  0.043
H: 2.5611 -0.0776 -1.0044  0.004
C: 2.1692 -2.7966 0.9400  0.153
H: 0.5138 -4.1550 0.9500  -0.003
C: 0.2519 -2.5413 -0.4432  0.126
O: -1.7214 1.6426 -3.3545  0.017
Pd: -0.7149 0.6005 -0.4830  0.941
H: 3.7444 -1.3578 0.7744  -0.003
H: 0.5842 2.3955 2.4071  0.003
H: -0.7144 -2.8807 -0.7937  0.003
N: -1.9196 2.4824 -0.1917  0.241
H: -0.6996 -1.1441 -2.5458  0.023
C: 0.1601 -0.6876 -2.0718  0.355
H: -3.5465 1.5501 0.8650  0.040
C: 1.4345 1.7915 2.0956  0.006
C: 0.9229 -3.2520 0.5180  -0.012
H: -1.8349 3.1058 -0.9863  0.010
O: -3.6639 1.7781 -4.6121  0.001
S: 0.2198 -1.6751 3.4971  0.659
H: 2.3659 2.2522 2.4040  0.001
H: 1.4200 1.6297 1.0177  0.001
C: -2.6956 1.7125 -3.9902  0.001
F: 2.8104 -3.4784 1.8870  0.053
O: 1.4059 0.5179 2.7707  0.000
H: 0.7033 0.0537 -2.6487  0.029
C: 2.7669 -1.6541 0.4192  -0.011

Forces on atoms 1 to 6 (eV/Å):
S 0.0 0.0 0.0
C 0.0 0.0 0.0
H 0.1 0.0 0.0
C -0.1 0.0 0.0
H 0.0 0.0 0.0
C 0.1 0.0 -0.1

Computed properties:
Highest occupied orbital energy (alpha / beta), eV: -10.8 / -12.7
LUMO (alpha / beta), hartree: -0.12174 / -0.21996
2S+1: 5
Total charge: +1

---

The following is a DFT calculation (the ωB97M-V functional and the def2-TZVPD basis) of a 4-piece molecular cluster, C4H12O3 overall in a non-equilibrium geometry.

Last column: Löwdin charge in e.
Atoms and positions in Å:
O: 0.3752 -2.2446 -1.0945  -0.071
H: -0.0032 -2.2755 2.1609  0.053
C: 0.2330 1.1228 -1.3012  -0.224
H: 0.6580 1.0334 -2.3067  0.115
O: -0.6508 -2.5908 1.5035  -0.072
C: 2.4093 1.8132 -0.4080  0.017
H: 0.5979 2.0151 0.6240  0.100
H: -1.6788 1.3656 -0.4124  0.054
H: -2.5991 0.7646 2.0690  0.040
O: -1.6549 0.6189 2.0181  -0.045
C: -1.0767 0.9233 -1.1904  0.005
H: -0.1161 -2.8435 0.7479  -0.008
H: -1.5557 0.3531 -1.9723  0.060
H: -0.4785 -2.5310 -1.4448  0.054
H: 2.9709 2.2749 0.3915  0.056
C: 1.0923 1.7230 -0.2920  -0.193
H: 0.2769 -1.2680 -1.0034  0.022
H: -1.5277 -0.2489 1.6817  -0.012
H: 2.9544 1.3944 -1.2160  0.050

Forces on atoms 1 to 6 (eV/Å):
O -0.2 0.7 -0.1
H -0.4 -0.3 -0.4
C 0.2 0.8 -0.7
H 0.3 -0.8 0.4
O 0.1 0.4 1.0
C -0.2 0.3 0.9

Computed properties:
Highest occupied orbital energy, eV: -9.1
LUMO, hartree: 0.02688
SMILES string: C=CC=C.O.O.O

---

The following is a DFT calculation (the ωB97M-V functional and the def2-TZVPD basis) of a 8-piece molecular cluster, C37H88BO12 overall in a non-equilibrium geometry.

Last column: Löwdin charge in e.
Atoms and positions in Å:
H: 2.3645 3.9517 -1.6801  0.059
C: -2.1347 -1.2271 2.8943  -0.159
C: -1.3609 2.9483 8.9073  -0.086
H: 0.9651 7.4566 -2.9826  0.082
H: -3.2210 3.1803 5.4401  0.122
H: 4.8361 6.4318 1.9889  0.103
C: 2.1455 3.3726 -2.5802  -0.067
C: 2.3280 1.8910 -2.3137  -0.267
H: -5.4088 -3.5834 0.3918  0.077
H: 1.1745 -7.2017 -5.8046  0.116
H: 3.1958 6.9850 1.7039  0.101
C: -2.5867 -5.7414 -1.4772  -0.274
H: -0.0103 -2.1699 2.9648  0.098
H: 5.7777 6.0031 4.6059  0.076
C: -0.8417 -1.9571 2.2162  -0.170
H: 1.4879 8.9672 -2.2410  0.064
H: 3.3126 0.8192 3.0848  0.141
C: 1.6686 -6.5170 -5.1096  -0.285
H: 3.7032 -6.1396 -4.4538  0.066
H: 3.8474 3.8539 3.5454  0.109
C: -6.4018 -5.6161 -6.1751  -0.279
H: -1.5461 1.8734 8.8346  0.079
H: 4.1965 -0.0869 -4.0981  0.080
H: 4.4832 0.8980 -5.5515  0.072
H: -5.7780 -8.2596 -5.9403  0.107
O: 3.4007 5.8747 3.3783  -0.158
C: 2.5618 1.2279 -4.6225  -0.288
H: -1.9526 -0.1126 3.0793  0.107
H: 0.8517 3.2133 3.2943  0.052
C: -5.9741 -7.8915 -8.0691  -0.085
H: -6.6809 -6.2914 -4.1401  0.073
H: -0.5870 -1.7732 -0.0316  0.094
H: -7.6507 -7.1719 -5.3185  0.066
H: -3.4299 -2.6454 -0.6658  0.115
H: -2.3174 3.4306 9.1254  0.062
H: 1.5160 -5.5078 -5.5058  0.107
C: 4.0675 4.8059 4.0382  -0.267
H: -0.4014 1.7806 3.4069  0.042
C: 5.5651 5.0221 4.1717  -0.089
H: -6.1296 -4.5887 -5.9197  0.119
H: -2.6224 5.5362 7.2955  0.061
H: 3.6325 4.7441 5.0390  0.122
H: 3.5263 8.6200 -3.1395  0.105
H: 6.0077 4.2502 4.8060  0.074
H: 4.9708 7.6353 -2.9985  0.117
C: -0.7535 3.4774 7.6195  -0.279
C: 3.5124 4.9589 1.1036  -0.071
O: 1.6211 1.3006 4.0627  -0.070
C: -3.2742 -5.9480 -2.8149  -0.076
C: 1.7209 0.4058 1.6644  -0.245
H: 0.5132 -0.7999 5.2690  0.090
H: 2.6648 0.7210 1.0722  0.132
C: 1.1595 7.9471 -2.0251  -0.075
H: -3.7843 -2.4317 3.9544  0.126
H: 0.2252 8.0091 -1.4621  0.080
H: -4.2581 -3.6245 -1.8629  0.106
C: -1.5403 -1.3845 6.0788  -0.386
H: -7.0340 -7.6299 -8.0182  0.065
C: 3.7848 6.1253 2.0357  -0.279
H: 2.8136 3.7212 -3.3723  0.068
H: 1.8449 -1.8591 1.1984  0.113
H: -6.9585 -5.5656 -7.1169  0.105
O: 3.3872 6.9077 -1.9779  -0.173
H: 3.5771 -6.8722 -6.0549  0.074
C: 4.0419 0.8956 -4.5515  -0.087
C: -5.2866 -7.6834 -6.7312  -0.282
C: 3.1455 -6.8651 -5.0510  -0.086
O: -1.4807 3.1068 6.4596  -0.160
H: -0.6926 3.1366 9.7513  0.072
H: -4.9475 -5.2272 -0.0546  0.064
H: -3.9429 5.4050 6.1296  0.071
H: 5.3274 9.6676 -1.7000  0.074
H: 1.7240 1.6171 -1.4446  0.115
H: -1.2356 -2.9761 1.8451  0.100
H: -3.4230 3.1608 7.1822  0.104
H: 3.2938 -7.8471 -4.5944  0.081
H: -0.6252 4.5644 7.6602  0.105
C: 2.2063 7.1830 -1.2333  -0.285
C: 1.2943 -4.3571 -3.0766  -0.070
H: -2.0632 -2.9410 4.3268  0.123
O: -2.4798 -4.3759 -1.1033  -0.168
H: 3.3672 1.6605 -2.0560  0.109
H: 2.0818 0.5411 -5.3256  0.115
C: -7.2621 -6.1838 -5.0595  -0.080
H: -3.2043 -6.9938 -3.1237  0.078
H: -3.0784 -6.3181 -0.6865  0.108
H: 2.4544 7.7023 -0.3023  0.096
O: 1.8875 1.0648 -3.3851  -0.163
H: 1.5267 -3.7740 -2.1823  0.079
H: -4.3341 -5.6857 -2.7637  0.056
H: 0.2465 3.0508 7.5025  0.120
C: 2.2643 0.3312 3.1853  -0.325
C: -4.5558 -4.2379 0.1959  -0.081
H: -0.8349 0.3632 4.8524  0.057
C: 1.2631 -0.9110 0.8859  -0.139
H: -1.5634 -6.1206 -1.5478  0.106
O: 0.8105 1.5462 1.7034  -0.099
H: -5.5192 -7.2637 -8.8395  0.082
C: -0.3265 -1.1551 0.8913  -0.175
H: 0.8642 -6.1051 -1.9264  0.108
H: 2.5020 -6.0816 -2.5521  0.106
B: 0.7426 2.0332 3.1083  -0.672
C: -2.9158 5.0951 6.3393  -0.086
H: -2.2565 5.5089 5.5720  0.085
H: -0.8519 -0.1479 0.7859  0.114
O: 1.0038 -6.6670 -3.8643  -0.168
H: 4.1610 4.1087 1.3292  0.074
O: -2.8047 -1.2589 5.3830  -0.102
H: -3.9682 -4.3416 1.1118  0.079
C: -0.4292 -0.3028 5.7016  0.016
H: -2.8194 -5.3201 -3.5851  0.084
O: -5.1806 -6.3176 -6.3576  -0.166
H: 1.9593 -4.0211 -3.8764  0.066
H: 1.5501 -0.7521 -0.2223  0.102
C: -2.7254 -2.0261 4.1494  -0.197
H: 1.7907 6.2139 -0.9473  0.108
H: -4.2630 -8.0616 -6.8009  0.119
H: 3.8425 9.4111 -0.7801  0.068
H: -2.9503 -1.2689 2.0750  0.105
H: 3.6912 5.2495 0.0648  0.053
C: 4.1229 8.0326 -2.4335  -0.279
H: 6.0629 4.9805 3.1994  0.061
H: 2.4020 2.2377 -5.0155  0.104
C: -3.7013 -3.6732 -0.9210  -0.278
H: 1.1216 3.5854 -2.8990  0.087
C: 4.6533 8.9023 -1.3073  -0.078
C: -2.8147 3.5798 6.3729  -0.277
H: 2.4787 4.6161 1.2032  0.092
H: -0.1741 0.4156 6.5567  0.096
H: -5.9036 -8.9375 -8.3768  0.075
O: 2.5883 -0.9301 3.8030  -0.041
H: 4.5858 1.6243 -3.9455  0.066
H: 2.2922 -1.6972 3.2740  0.062
H: 0.2702 -4.1358 -3.3879  0.082
C: 1.4632 -5.8412 -2.8019  -0.277
H: -8.1157 -5.5299 -4.8650  0.077
O: -1.3178 -2.3050 6.9031  0.039
H: 5.1921 8.2981 -0.5729  0.079

Forces on atoms 1 to 6 (eV/Å):
H 0.0 -0.1 -0.1
C -0.2 -0.4 -1.1
C -0.3 0.1 0.1
H 0.0 -0.1 0.1
H 0.2 -0.1 0.1
H 0.1 0.0 0.0

Computed properties:
Highest occupied orbital energy, eV: -3.7
LUMO, hartree: 0.07269
Total charge: -1

---

The following is a DFT calculation (the ωB97M-V functional and the def2-TZVPD basis) of C36H66N13O6PSV as an isolated structure in a non-equilibrium geometry.

Last column: Löwdin spin population.
Atoms and positions in Å:
C: -1.1909 2.8731 -1.9515  0.004
C: 7.3192 -1.5601 1.1799  0.000
H: -4.8711 -5.0811 -3.9606  0.000
H: -2.1607 -2.0039 -3.5821  0.000
C: -2.4847 4.9529 -1.8611  0.000
H: 1.1615 2.4258 0.7968  0.000
H: 0.3874 0.1802 5.4657  0.000
H: -1.0663 -2.8113 0.5056  0.000
H: -2.5776 -0.9082 -0.2622  0.000
H: -6.8756 -3.6532 -4.1682  0.000
H: -5.3873 0.3254 -5.1584  0.000
C: -5.3876 -1.7420 -1.9613  0.000
H: 2.1309 1.4254 4.3137  0.000
N: -5.4462 -2.5208 -3.1831  0.000
H: -3.7725 -2.8842 -1.0842  0.000
H: 3.3895 1.9588 -3.8116  0.000
C: 7.5574 0.3741 2.5780  0.000
C: -4.3534 0.2219 -4.8545  0.000
H: -0.2092 3.0186 3.3736  0.000
C: -2.0909 0.8700 -1.1042  0.011
H: 1.1800 -2.3417 2.9516  0.000
H: 3.4633 -1.4401 -2.3822  0.000
C: -2.5596 -1.0714 -3.9691  0.000
N: 2.3162 -0.6929 -0.7678  0.008
C: -6.3332 -3.6874 -3.2232  0.000
N: 2.0523 1.9074 -2.1479  0.001
H: -7.0482 -3.5894 -2.4056  0.000
H: -3.7692 2.2103 -5.4389  0.000
H: 0.5140 -2.1787 -2.2374  0.000
H: 4.6808 1.0023 5.9692  0.000
N: 5.1327 3.0546 1.8514  0.000
H: 3.4935 2.5397 4.4124  0.000
H: 7.5594 -2.5916 0.9607  0.000
C: 2.5647 -1.6997 -1.8229  0.005
C: 6.4221 2.5024 2.0936  0.000
H: -1.1438 -0.6929 5.3212  0.000
N: -1.9818 -1.7091 2.0467  0.000
C: 3.6057 0.9129 5.8117  0.000
H: -3.4032 0.4001 2.2212  0.000
H: 0.1152 -2.6541 4.3427  0.000
C: -3.4471 2.8096 -1.1764  0.009
C: 3.8821 2.5664 1.6104  0.000
N: 3.5118 1.3372 2.0066  0.000
C: -1.7391 -2.9749 1.3431  0.000
H: 2.4825 -0.3446 -4.6035  0.000
H: -3.8353 -2.1467 2.9215  0.000
H: 1.3606 1.0205 -4.6406  0.000
H: 5.6022 1.0743 -0.0949  0.000
C: -0.4430 -0.0398 4.7923  0.000
H: -2.1224 5.4632 -0.9681  0.000
O: -4.8610 -2.8526 -5.3466  0.000
O: 7.2603 3.2436 2.5277  0.000
H: 8.5252 -1.4952 2.9551  0.000
H: -1.1491 2.8655 1.4040  0.000
H: -0.9379 0.8949 4.5482  0.000
C: 6.4986 -0.8393 0.3230  0.000
H: 3.1046 1.4574 6.6103  0.000
O: 0.4183 1.7266 0.7136  0.011
H: -0.9259 -0.7120 -0.6281  0.000
H: 7.9800 0.8740 3.4397  0.000
H: 3.5742 -0.2947 3.2732  0.000
C: -2.7253 1.2329 2.3891  0.000
C: -5.5772 -5.0085 -3.1358  0.000
C: -4.7839 -2.2019 -4.3226  0.000
N: -1.8865 -0.4364 -0.8273  0.004
H: -5.0399 -5.1052 -2.1922  0.000
H: -3.5123 5.2446 -2.0592  0.000
C: -2.8131 -1.9237 3.2340  0.000
H: -2.6885 -3.3660 0.9733  0.000
H: 4.9697 0.7669 3.4318  0.000
C: 3.2110 1.4841 4.4545  0.000
P: -0.6853 -0.6356 2.1147  0.000
H: -2.7410 1.4928 3.4519  0.000
C: -4.7606 -2.5161 -0.8010  0.000
H: -2.4536 -2.7694 3.8281  0.000
H: 2.6305 2.4067 -1.4723  0.002
H: 1.8585 -1.1393 0.0294  0.000
H: -6.4017 -1.4374 -1.6836  0.000
H: -4.3577 3.3638 -0.9923  0.001
H: -4.8024 -0.8448 -2.1585  0.000
S: 2.8175 3.5963 0.7932  0.000
O: 0.2324 2.3512 2.8367  0.000
H: -5.3771 -3.3713 -0.5276  0.000
C: -3.8996 -0.9775 -4.3184  0.000
H: 6.1257 -1.3136 -0.5760  0.000
C: -0.5139 2.0156 1.7002  0.001
H: 3.1912 -0.3357 -0.3942  0.002
C: 2.8820 1.2400 -3.1642  -0.001
H: -1.2936 -3.7320 1.9962  0.000
H: 3.3337 -0.1414 5.8881  0.000
C: 7.8586 -0.9486 2.3028  0.000
H: -3.0953 2.0925 1.8303  0.000
C: 6.6920 1.0832 1.7482  0.000
H: 1.4713 2.6243 -2.5913  0.000
C: -3.3517 1.4831 -0.9107  -0.001
H: 3.6450 0.6475 -2.6600  0.000
C: -3.4593 1.2700 -5.0050  0.000
H: -1.8485 5.2334 -2.6942  0.000
C: -2.1440 1.0800 -4.6160  0.000
H: 5.1762 4.0659 1.8131  0.000
H: -6.2803 -5.8364 -3.2168  0.000
N: -2.4054 3.5047 -1.6730  0.000
N: 0.9767 -0.3283 -3.0835  0.004
H: 0.0628 -0.3479 -3.5715  0.002
H: -4.1968 0.9278 -0.5341  0.000
N: -1.4031 0.8812 1.8770  0.000
H: -4.6754 -1.8725 0.0805  0.000
N: -1.6957 -0.0665 -4.1021  0.000
N: -1.0625 1.5483 -1.6113  0.002
C: 1.3549 -1.7085 -2.7558  0.003
H: -2.8290 -1.0398 3.8675  0.000
C: 1.9324 0.3648 -3.9802  -0.001
H: -1.4082 1.8688 -4.7324  0.000
V: 0.6921 0.6285 -1.3094  0.928
C: 0.7821 -1.9217 3.8747  0.000
N: 0.0944 -0.6593 3.5861  0.000
O: -0.2860 3.5055 -2.4732  0.003
H: 2.5490 1.1252 1.7745  0.000
H: 1.5753 -2.2901 -3.6574  0.000
H: 2.7183 -2.6990 -1.4093  0.000
C: 3.8928 0.7479 3.3027  0.000
H: 1.6073 -1.7283 4.5613  0.000
O: 0.2596 -0.9320 1.0046  0.002
C: 6.1883 0.4820 0.5998  0.000

Forces on atoms 1 to 6 (eV/Å):
C 0.1 0.2 -0.2
C 0.0 0.0 0.1
H 0.0 0.0 0.0
H 0.0 0.0 0.0
C 0.1 0.2 -0.1
H -0.3 -0.3 -0.1

Computed properties:
Highest occupied orbital energy (alpha / beta), eV: -11.9 / -11.4
LUMO (alpha / beta), hartree: -0.17307 / -0.17678
2S+1: 2
Total charge: +2

---

Table of ΔE to the lowest compared entry with this formula, charge and spin (kcal/mol), in record order: 0.0; 31.7; 61.9; 0.0